This record from OMol25 describes a structure of composition C43H73BCl2F3LiN3NaO20PS2. The level of theory is wB97M-V/def2-TZVPD.

HOMO-LUMO gap, eV: 0.78
Strongest force on any atom, eV/A: 5.2
Charge: -1
LUMO, eV: -2.70

Geometry as XYZ:
```
150
Properties=species:S:1:pos:R:3:lowdin_charge:R:1
C 0.24 4.46 0.35 -0.109
C -0.84 3.55 0.94 -0.227
C -0.91 2.29 0.08 -0.193
O -1.42 1.11 0.73 -0.065
C -1.10 -0.02 -0.04 -0.295
C 0.28 -0.63 0.31 -0.016
C 0.51 -2.03 -0.29 -0.137
C 0.81 -3.12 0.74 -0.226
C 1.65 -4.15 0.36 0.010
C 1.99 -5.11 1.31 -0.022
C 1.46 -4.91 2.57 -0.064
C 0.63 -3.84 2.87 -0.122
N 0.32 -2.93 1.95 0.134
N -0.47 -2.28 -1.41 0.029
C -0.16 -3.45 -2.30 -0.081
C -0.66 -3.23 -3.75 -0.137
C 0.52 -3.08 -4.73 -0.368
C -0.08 -2.58 -6.07 -0.063
C 1.58 -2.06 -4.26 -0.140
C 2.83 -2.86 -3.80 -0.191
C 3.47 -2.32 -2.53 -0.127
C 4.68 -2.78 -2.14 -0.311
C 5.76 -1.87 -1.66 -0.068
C 5.03 -4.25 -2.14 -0.029
C -1.95 -2.12 -1.15 -0.130
C -2.80 -3.40 -1.20 -0.077
C -2.59 -4.63 -0.35 -0.171
O -2.05 -4.44 0.96 -0.059
C -1.94 -5.68 1.55 -0.314
O -1.04 -6.43 1.36 0.129
C -2.30 -1.03 -0.09 -0.115
B -3.49 -0.09 -0.68 -0.551
O -4.61 0.20 0.05 0.208
O -3.41 0.53 -1.94 0.111
C -2.78 -1.47 1.30 -0.116
C -3.95 -2.18 1.51 -0.036
C -4.35 -2.54 2.79 -0.050
C -3.53 -2.14 3.83 -0.177
N -2.43 -1.43 3.70 0.108
C -2.09 -1.11 2.46 -0.062
H 0.27 5.40 0.89 0.020
H 0.01 4.62 -0.71 0.074
H 1.21 3.95 0.39 0.071
H -1.79 4.08 0.85 0.087
H -0.61 3.30 1.98 0.110
H 0.10 2.10 -0.31 0.126
H -1.55 2.49 -0.77 0.054
H -1.01 0.34 -1.08 0.131
H 1.00 0.05 -0.15 0.132
H 0.52 -0.60 1.37 0.125
H 1.46 -1.93 -0.81 0.116
H 2.07 -4.24 -0.64 0.106
H 2.65 -5.93 1.08 0.122
H 1.72 -5.61 3.36 0.111
H 0.22 -3.72 3.86 0.109
H -0.23 -1.52 -2.04 0.158
H 0.93 -3.46 -2.37 0.099
H -0.43 -4.40 -1.84 0.126
H -1.23 -4.11 -4.06 0.124
H -1.35 -2.39 -3.85 0.117
H 0.93 -4.07 -4.90 0.136
H 0.72 -2.34 -6.76 0.084
H -0.79 -3.31 -6.48 0.079
H -0.65 -1.68 -5.84 0.079
H 1.80 -1.36 -5.06 0.117
H 1.24 -1.53 -3.36 0.089
H 2.51 -3.90 -3.61 0.090
H 3.55 -2.89 -4.62 0.128
H 2.96 -1.59 -1.90 0.074
H 6.38 -2.38 -0.92 0.061
H 5.31 -0.99 -1.20 0.085
H 6.34 -1.62 -2.56 -0.007
H 4.51 -4.76 -1.32 0.074
H 6.10 -4.40 -1.95 0.064
H 4.82 -4.77 -3.08 0.080
H -2.30 -1.64 -2.07 0.133
H -3.83 -3.04 -1.08 0.118
H -2.79 -3.75 -2.24 0.120
H -3.57 -5.13 -0.24 0.137
H -1.98 -5.38 -0.86 0.120
H -2.78 -5.94 2.22 0.137
H -5.44 -0.01 -0.40 0.129
H -4.27 0.92 -2.15 0.136
H -4.61 -2.46 0.69 0.114
H -5.26 -3.11 2.93 0.104
H -3.82 -2.43 4.84 0.093
H -1.19 -0.52 2.36 0.106
C 10.56 -4.54 -0.75 -0.666
F 11.16 -4.86 0.41 0.097
F 11.38 -3.72 -1.42 0.119
F 10.46 -5.67 -1.47 0.107
S 8.91 -3.78 -0.47 0.432
O 9.21 -2.59 0.31 -0.332
O 8.16 -4.79 0.25 -0.341
O 8.41 -3.51 -1.81 -0.500
Na -2.10 2.26 -2.38 0.572
C -3.47 -5.00 6.81 -0.111
C -3.24 -6.08 5.76 -0.332
O -3.48 -5.58 4.46 -0.093
H -4.49 -4.60 6.74 0.049
H -3.30 -5.39 7.82 0.083
H -2.80 -4.16 6.65 0.092
H -3.93 -6.93 5.91 0.069
H -2.22 -6.47 5.81 0.130
H -2.87 -4.84 4.31 0.074
O -2.81 5.26 -2.09 -0.470
H -3.71 5.42 -2.38 -0.144
Li -5.63 -6.40 6.93 0.611
C 9.82 0.29 1.95 -0.146
C 9.12 0.08 3.27 -0.158
O 9.35 1.30 3.99 -0.200
S 9.41 2.52 2.96 0.587
O 8.14 3.16 2.93 -0.228
O 10.60 3.26 3.21 -0.233
O 9.58 1.67 1.63 -0.183
H 10.90 0.14 2.04 0.136
H 9.43 -0.37 1.17 0.115
H 9.52 -0.77 3.82 0.134
H 8.05 -0.05 3.14 0.133
O -4.58 5.50 -0.13 0.091
C -4.73 5.28 1.03 -0.483
O -3.75 5.40 1.95 -0.169
C -4.21 4.95 3.23 -0.239
C -5.73 5.05 3.17 -0.170
C -6.01 4.77 1.70 -0.090
H -3.87 3.92 3.38 0.120
H -3.78 5.58 4.00 0.068
H -6.23 4.37 3.86 0.103
H -6.05 6.06 3.41 0.114
H -6.11 3.70 1.50 0.112
H -6.88 5.30 1.33 0.113
Cl 8.45 -1.81 -3.67 -0.227
Cl -1.48 6.25 2.81 -0.331
C -2.52 8.23 -1.85 -0.066
O -2.92 8.91 -3.10 -0.206
P -4.40 9.53 -3.24 0.480
O -4.97 8.97 -4.48 -0.253
O -3.87 11.06 -3.47 -0.268
C -3.09 11.65 -2.43 -0.124
O -5.66 9.96 -2.30 -0.254
C -6.71 10.63 -2.98 -0.123
H -2.00 7.31 -2.09 0.053
H -1.85 8.89 -1.30 0.083
H -3.38 7.99 -1.23 0.080
H -2.03 11.56 -2.68 0.086
H -3.26 11.17 -1.46 0.082
H -3.35 12.70 -2.35 0.082
H -7.37 9.90 -3.46 0.084
H -6.33 11.33 -3.73 0.083
H -7.28 11.18 -2.23 0.085
```


This record from OMol25 describes a cluster of 3 separate species, C43H73IO13P2S2 in total. The level of theory is wB97M-V/def2-TZVPD.

HOMO-LUMO gap, eV: 6.81
SMILES: COCCCCCCC[C@H]1[C@@H](CC=O)OS(=O)(=O)[C@@](Cc2ccccc2C)(c2ccccc2)[C@]1(I)CCCS.CCOP(=O)(OCC)OCC.CCOP(=O)(OCC)OCC
Strongest force on any atom, eV/A: 9.5
LUMO, eV: -1.55

Geometry as XYZ:
```
134
Properties=species:S:1:pos:R:3:lowdin_charge:R:1
C -7.61 1.56 -2.35 -0.127
O -7.29 2.83 -2.97 -0.248
C -7.33 3.92 -1.99 -0.209
C -6.74 5.24 -2.71 -0.164
C -6.87 6.57 -1.81 -0.202
C -5.62 6.80 -0.81 -0.203
C -4.35 7.46 -1.57 -0.190
C -3.06 6.63 -1.04 -0.204
C -2.90 5.28 -1.95 -0.231
C -1.67 4.34 -1.58 -0.241
C -1.46 3.98 -0.04 -0.295
C -0.95 5.21 0.91 -0.069
C 0.27 4.76 1.83 -0.197
O 0.19 4.64 3.09 0.004
O -2.49 3.17 0.58 -0.186
S -2.94 1.95 -0.47 0.806
O -4.29 2.42 -1.02 -0.350
O -3.29 0.75 0.38 -0.302
C -1.73 1.60 -1.84 -0.375
C -0.31 0.98 -1.38 -0.132
C -0.36 -0.08 -0.19 -0.128
C -0.08 0.49 1.25 -0.028
C -0.03 -0.35 2.54 -0.067
C -0.33 -1.87 2.42 -0.059
C -0.62 -2.48 0.99 -0.006
C -0.62 -1.60 -0.31 -0.147
C -0.87 -2.28 -1.73 -0.082
C -2.34 0.47 -2.83 -0.240
C -1.56 -0.10 -4.08 -0.089
C -2.10 -1.19 -5.02 -0.065
C -3.51 -1.81 -4.81 -0.061
C -4.30 -1.30 -3.59 -0.048
C -3.73 -0.21 -2.62 -0.028
C -1.53 3.06 -2.60 -0.558
I -3.09 3.06 -4.18 1.092
C -0.08 3.16 -3.34 -0.235
C 0.06 4.38 -4.37 -0.283
C 0.57 3.94 -5.85 -0.539
S -0.32 2.49 -6.59 0.595
H -6.87 0.76 -2.70 0.081
H -8.66 1.21 -2.65 0.092
H -7.57 1.59 -1.21 0.097
H -6.70 3.57 -1.10 0.111
H -8.45 4.06 -1.74 0.134
H -7.38 5.40 -3.66 0.123
H -5.69 5.00 -3.07 0.083
H -7.82 6.59 -1.16 0.114
H -6.85 7.46 -2.55 0.110
H -5.30 5.78 -0.38 0.107
H -5.88 7.51 0.06 0.117
H -4.43 7.40 -2.71 0.111
H -4.16 8.55 -1.27 0.107
H -2.08 7.22 -1.13 0.105
H -3.28 6.39 0.06 0.102
H -2.66 5.73 -2.99 0.093
H -3.93 4.80 -1.90 0.062
H -0.74 4.99 -1.84 0.146
H -0.50 3.31 0.00 0.116
H -1.86 5.52 1.55 0.134
H -0.67 6.08 0.22 0.116
H 1.27 4.53 1.30 0.135
H 0.26 0.44 -2.23 0.122
H 0.47 1.77 -1.05 0.112
H 0.14 1.62 1.35 0.080
H 0.21 0.14 3.54 0.095
H -0.30 -2.49 3.37 0.077
H -0.82 -3.61 0.98 0.093
H -0.69 -3.41 -1.60 0.084
H -1.96 -2.18 -2.09 0.071
H -0.11 -1.88 -2.50 0.079
H -0.50 0.29 -4.33 0.077
H -1.45 -1.55 -5.90 0.098
H -3.86 -2.60 -5.55 0.088
H -5.33 -1.78 -3.40 0.095
H -4.41 0.04 -1.74 0.083
H 0.26 2.19 -3.82 0.083
H 0.67 3.36 -2.48 0.118
H -0.87 5.07 -4.42 0.085
H 0.90 5.06 -3.97 0.115
H 0.33 4.86 -6.53 0.086
H 1.70 3.83 -5.86 0.079
H -1.20 2.90 -7.58 -0.118
C 2.57 -4.19 4.39 -0.085
C 2.43 -4.95 3.09 -0.300
O 2.13 -6.31 3.34 -0.230
P 0.56 -6.72 3.71 0.715
O 0.06 -6.60 2.26 -0.230
O 0.78 -8.36 3.65 -0.248
C -0.15 -9.18 2.95 -0.306
C 0.45 -9.63 1.63 -0.076
O 1.10 -6.81 5.33 -0.220
C 0.33 -7.58 6.25 -0.293
C 1.12 -8.81 6.65 -0.069
H 1.61 -4.12 4.90 0.061
H 2.93 -3.17 4.21 0.072
H 3.26 -4.69 5.07 0.082
H 1.67 -4.50 2.45 0.094
H 3.38 -4.93 2.55 0.118
H -1.10 -8.67 2.80 0.104
H -0.35 -10.06 3.57 0.113
H 0.74 -8.77 1.01 0.073
H -0.26 -10.23 1.06 0.076
H 1.35 -10.22 1.80 0.078
H -0.64 -7.85 5.83 0.110
H 0.16 -6.96 7.13 0.114
H 1.22 -9.51 5.82 0.068
H 0.63 -9.34 7.48 0.079
H 2.14 -8.54 6.96 0.084
C 8.89 -3.83 2.12 -0.088
C 7.90 -3.22 3.10 -0.302
O 7.63 -1.87 2.76 -0.225
P 6.55 -1.56 1.54 0.712
O 5.28 -1.87 2.34 -0.232
O 6.46 0.08 1.77 -0.247
C 5.20 0.74 1.78 -0.306
C 4.83 1.10 3.21 -0.072
O 7.90 -1.26 0.54 -0.220
C 7.70 -0.47 -0.64 -0.293
C 8.41 0.86 -0.47 -0.069
H 8.44 -3.93 1.12 0.066
H 9.20 -4.82 2.45 0.077
H 9.77 -3.20 2.01 0.082
H 6.97 -3.80 3.13 0.106
H 8.33 -3.22 4.10 0.119
H 4.42 0.13 1.31 0.104
H 5.29 1.65 1.19 0.112
H 4.81 0.22 3.85 0.073
H 3.84 1.58 3.25 0.074
H 5.57 1.78 3.63 0.079
H 6.64 -0.34 -0.85 0.110
H 8.15 -1.02 -1.47 0.115
H 7.92 1.48 0.28 0.068
H 8.41 1.42 -1.42 0.079
H 9.44 0.72 -0.14 0.085
```


This record from OMol25 describes a structure of composition C43H73N2OPSSi2Sn. The level of theory is wB97M-V/def2-TZVPD.

HOMO-LUMO gap, eV: 4.94
Strongest force on any atom, eV/A: 0.4
Charge: -2
LUMO, eV: 3.88

Geometry as XYZ:
```
124
Properties=species:S:1:pos:R:3:lowdin_charge:R:1
Sn 0.01 0.00 0.69 1.085
C -5.20 2.13 0.24 -0.132
C -3.99 1.34 0.75 -0.543
C -3.16 2.26 1.65 -0.145
P -2.84 0.51 -0.47 1.035
C -3.81 -0.99 -1.07 -0.542
C -5.33 -0.95 -1.02 -0.121
C -3.34 -1.42 -2.46 -0.112
C -2.70 1.60 -1.92 -0.297
C -3.80 1.96 -2.70 -0.097
C -3.71 2.65 -3.89 -0.314
C -4.94 3.04 -4.68 -0.085
C -2.42 2.99 -4.33 -0.077
C -1.30 2.66 -3.60 -0.037
C -1.38 1.95 -2.35 -0.336
N -0.30 1.65 -1.62 -0.035
C 0.97 1.75 -2.17 -0.289
C 1.87 2.75 -1.75 -0.225
C 1.37 3.82 -0.82 -0.045
C 3.18 2.75 -2.21 -0.041
C 3.66 1.80 -3.10 -0.301
C 5.09 1.80 -3.57 -0.077
C 2.76 0.83 -3.55 -0.026
C 1.44 0.80 -3.11 -0.204
C 0.49 -0.25 -3.62 -0.038
H -5.75 2.51 1.11 0.071
H -5.89 1.54 -0.36 0.043
H -4.87 2.99 -0.35 0.070
H -4.35 0.50 1.36 0.092
H -2.85 3.15 1.08 0.073
H -2.25 1.78 2.02 0.024
H -3.75 2.60 2.50 0.077
H -3.47 -1.76 -0.37 0.037
H -5.74 -0.22 -1.72 0.057
H -5.71 -0.73 -0.02 0.064
H -5.72 -1.93 -1.31 0.071
H -3.65 -0.70 -3.22 0.069
H -3.75 -2.40 -2.70 0.077
H -2.25 -1.50 -2.51 0.052
H -4.79 1.64 -2.38 0.082
H -5.79 2.42 -4.40 0.063
H -4.78 2.92 -5.76 0.062
H -5.23 4.08 -4.51 0.064
H -2.30 3.53 -5.26 0.099
H -0.32 2.93 -3.97 0.104
H 0.67 4.49 -1.34 0.085
H 2.19 4.41 -0.42 0.074
H 0.80 3.37 0.00 0.033
H 3.86 3.53 -1.85 0.108
H 5.74 2.31 -2.85 0.064
H 5.19 2.32 -4.53 0.068
H 5.46 0.79 -3.71 0.066
H 3.10 0.07 -4.25 0.109
H 1.03 -1.05 -4.13 0.073
H -0.24 0.18 -4.32 0.079
H -0.07 -0.67 -2.79 0.061
C 7.33 -1.72 0.93 -0.121
C 5.99 -1.08 1.29 -0.305
C 5.02 -1.11 0.11 -0.356
S 3.31 -0.72 0.60 0.792
O 3.06 -1.48 1.88 -0.543
C 3.58 1.04 1.06 -0.343
C 3.48 1.26 2.57 -0.286
C 3.56 2.74 2.91 -0.092
H 8.01 -1.71 1.79 0.063
H 7.82 -1.18 0.11 0.068
H 7.20 -2.76 0.62 0.070
H 6.15 -0.05 1.62 0.100
H 5.53 -1.62 2.12 0.102
H 4.96 -2.10 -0.33 0.084
H 5.28 -0.39 -0.67 0.087
H 2.77 1.58 0.56 0.049
H 4.53 1.38 0.64 0.084
H 4.26 0.69 3.08 0.103
H 2.53 0.86 2.91 0.067
H 4.52 3.18 2.62 0.065
H 3.42 2.89 3.98 0.071
H 2.76 3.29 2.39 0.068
C -2.78 -2.44 2.20 -0.189
Si -2.08 -3.85 1.14 0.304
C -1.42 -5.12 2.37 -0.207
C -3.65 -4.68 0.44 -0.205
C -0.86 -3.25 -0.02 -0.406
Si 0.21 -4.29 -1.00 0.311
C 0.62 -5.96 -0.20 -0.212
C 1.91 -3.51 -1.33 -0.205
C -0.41 -4.77 -2.73 -0.210
H -3.73 -2.70 2.68 0.021
H -2.95 -1.53 1.59 -0.021
H -2.06 -2.16 2.97 0.009
H -2.12 -5.28 3.20 0.015
H -0.47 -4.77 2.79 0.025
H -1.24 -6.08 1.89 0.000
H -4.39 -4.94 1.22 0.008
H -3.39 -5.60 -0.10 0.010
H -4.15 -4.02 -0.28 -0.002
H -1.27 -2.44 -0.63 -0.078
H 0.98 -5.82 0.83 0.018
H 1.40 -6.49 -0.76 0.014
H -0.26 -6.60 -0.16 0.012
H 2.56 -3.69 -0.47 0.015
H 1.83 -2.43 -1.45 -0.007
H 2.40 -3.92 -2.23 0.015
H -1.38 -5.30 -2.66 0.010
H 0.30 -5.43 -3.25 0.007
H -0.57 -3.88 -3.35 0.008
C 0.54 -0.56 4.48 -0.065
C 0.43 0.93 4.63 -0.239
C 0.64 1.54 5.86 -0.100
C 0.57 2.92 6.02 -0.152
C 0.28 3.69 4.90 -0.108
C 0.05 3.13 3.65 -0.240
C -0.27 4.01 2.47 -0.071
C 0.12 1.71 3.46 -0.387
N -0.05 1.11 2.28 -0.279
H 0.91 -1.02 5.40 0.068
H 1.22 -0.81 3.65 0.046
H -0.42 -1.00 4.22 0.061
H 0.87 0.91 6.72 0.089
H 0.75 3.38 6.98 0.069
H 0.23 4.78 4.99 0.091
H 0.26 4.96 2.54 0.072
H -1.34 4.23 2.41 0.062
H 0.00 3.50 1.55 0.025
```


For the records above, the corresponding HOMO energy values read -3.5 -8.4 -1.1 eV.